Density functional theory data (ωB97M-V with the def2-TZVPD basis set) for a cluster of 17 separate species, C42H125N7O24 in total.

The calculation puts the orbital gap at 8.67 eV. As for the total energy: -3863.63698 Eh. The value obtained for the maximum force is 4.23 eV Å⁻¹. Its LUMO energy is 0.268 eV. The calculation puts the HOMO energy at -8.4 eV. The energy above the lowest of the compared OMol25 structures with the same formula, charge and spin comes out at 176.4 kcal/mol.

Each line ends with the Mulliken charge.
Cartesian coordinates (Å):
C 1.430 8.983 -4.256  -0.79
O 2.606 9.625 -4.616  -0.32
C 3.477 9.925 -3.553  -0.66
C 4.899 10.367 -4.153  -0.68
N 5.690 9.291 -4.643  -0.44
C 5.065 8.555 -5.760  -0.20
C 5.995 7.464 -6.144  -0.72
O 7.238 7.889 -6.641  -0.37
C 7.190 8.470 -7.944  -0.67
H 0.845 9.533 -3.519  0.31
H 1.711 8.017 -3.837  0.35
H 0.756 8.813 -5.095  0.23
H 3.552 9.013 -2.961  0.38
H 3.098 10.672 -2.855  0.46
H 5.550 10.743 -3.363  0.41
H 4.763 11.083 -4.963  0.37
H 6.460 9.685 -5.164  0.28
H 4.940 9.190 -6.638  0.22
H 4.098 8.153 -5.458  0.30
H 5.479 6.732 -6.765  0.39
H 6.335 6.881 -5.288  0.33
H 6.750 9.458 -7.812  0.28
H 6.772 7.890 -8.767  0.29
H 8.253 8.543 -8.173  0.25
C -0.725 -1.490 7.517  -0.73
O -1.314 -0.355 7.087  -0.32
C -1.721 0.678 8.015  -0.44
C -0.560 1.227 8.925  -0.79
N 0.549 1.770 8.149  -0.37
C 0.178 3.065 7.581  -0.36
C 1.311 3.361 6.612  -0.54
O 0.985 4.746 6.116  -0.32
C 2.055 5.135 5.206  -0.72
H -1.446 -2.276 7.745  0.31
H -0.024 -1.534 8.351  0.31
H -0.246 -1.809 6.591  0.23
H -2.425 0.317 8.764  0.31
H -2.363 1.413 7.530  0.40
H -0.055 0.526 9.588  0.31
H -0.973 1.982 9.593  0.42
H 0.432 1.125 7.380  0.28
H 0.185 3.725 8.449  0.31
H -0.772 3.000 7.050  0.24
H 1.515 2.600 5.859  0.33
H 2.203 3.543 7.212  0.30
H 2.149 6.198 4.983  0.28
H 1.986 4.668 4.223  0.26
H 3.013 4.912 5.676  0.29
C -7.158 10.117 -3.671  -0.68
O -8.270 9.704 -2.993  -0.33
C -8.131 8.766 -1.926  -0.69
C -8.455 7.326 -2.419  -0.69
N -7.322 6.629 -3.069  -0.12
C -7.568 5.159 -3.224  -0.65
C -6.606 4.410 -4.211  -0.57
O -6.648 5.018 -5.435  -0.32
C -5.895 4.327 -6.445  -0.76
H -7.517 10.606 -4.577  0.24
H -6.407 9.375 -3.940  0.27
H -6.574 10.845 -3.108  0.29
H -8.914 9.174 -1.287  0.32
H -7.277 8.936 -1.270  0.33
H -9.397 7.311 -2.968  0.39
H -8.919 6.704 -1.653  0.49
H -6.901 7.128 -3.839  0.20
H -8.579 5.091 -3.626  0.29
H -7.537 4.771 -2.206  0.33
H -6.991 3.398 -4.337  0.39
H -5.580 4.305 -3.857  0.39
H -6.068 4.785 -7.418  0.25
H -6.075 3.255 -6.527  0.29
H -4.842 4.530 -6.246  0.31
C -6.770 -3.379 10.470  -0.77
O -5.991 -3.767 11.526  -0.31
C -6.331 -5.050 11.995  -0.60
C -5.525 -5.335 13.302  -0.53
N -4.068 -5.329 13.029  -0.34
C -3.128 -5.322 14.256  -0.59
C -1.683 -5.786 13.878  -0.44
O -0.815 -6.005 14.997  -0.32
C 0.539 -6.388 14.664  -0.75
H -6.581 -4.034 9.619  0.31
H -6.513 -2.354 10.200  0.24
H -7.811 -3.275 10.776  0.32
H -6.139 -5.798 11.225  0.34
H -7.415 -4.939 12.030  0.42
H -5.806 -6.313 13.695  0.33
H -5.687 -4.550 14.041  0.31
H -3.830 -4.629 12.340  0.25
H -3.643 -6.015 14.922  0.33
H -3.063 -4.338 14.721  0.29
H -1.164 -5.042 13.273  0.28
H -1.882 -6.692 13.306  0.32
H 0.619 -7.413 14.300  0.29
H 1.231 -6.319 15.502  0.29
H 1.066 -5.643 14.069  0.31
C 4.004 -9.923 -7.981  -0.76
O 4.118 -8.776 -7.139  -0.32
C 3.205 -7.700 -7.562  -0.86
C 3.728 -6.601 -8.386  -0.33
N 4.560 -5.794 -7.583  -0.37
C 4.932 -4.600 -8.304  -0.65
C 6.058 -4.976 -9.351  -0.49
O 7.063 -5.583 -8.586  -0.38
C 8.247 -5.882 -9.365  -0.81
H 2.988 -10.143 -8.309  0.34
H 4.435 -10.661 -7.304  0.23
H 4.401 -10.004 -8.993  0.29
H 2.843 -7.263 -6.630  0.32
H 2.357 -8.076 -8.134  0.44
H 2.931 -6.041 -8.874  0.44
H 4.368 -7.030 -9.157  0.20
H 5.448 -6.270 -7.646  0.35
H 5.289 -3.919 -7.532  0.31
H 4.069 -4.176 -8.816  0.36
H 6.545 -4.123 -9.824  0.51
H 5.713 -5.669 -10.119  0.29
H 8.198 -6.940 -9.621  0.29
H 9.156 -5.712 -8.788  0.25
H 8.404 -5.352 -10.305  0.35
C 10.508 0.436 -5.187  -0.76
O 9.281 0.003 -4.600  -0.37
C 9.198 0.119 -3.201  -0.30
C 10.225 -0.777 -2.493  -0.78
N 10.028 -0.887 -1.011  -0.37
C 8.855 -1.637 -0.661  -0.31
C 8.642 -1.602 0.829  -0.82
O 8.405 -0.272 1.276  -0.26
C 7.913 -0.385 2.602  -0.86
H 10.917 1.403 -4.896  0.33
H 10.280 0.428 -6.253  0.26
H 11.376 -0.205 -5.027  0.30
H 8.181 -0.138 -2.905  0.28
H 9.439 1.133 -2.880  0.32
H 11.231 -0.357 -2.524  0.41
H 10.177 -1.808 -2.844  0.32
H 10.010 0.048 -0.631  0.27
H 8.793 -2.660 -1.031  0.37
H 7.917 -1.144 -0.917  0.19
H 9.542 -1.917 1.357  0.37
H 7.821 -2.213 1.204  0.47
H 6.938 -0.870 2.576  0.39
H 7.721 0.654 2.870  0.23
H 8.554 -0.795 3.382  0.32
C -0.300 -1.649 -1.915  -0.61
O -0.839 -0.358 -2.292  -0.36
C -0.306 0.784 -1.652  -0.54
C -0.774 0.883 -0.188  -0.67
N -2.255 0.816 -0.067  -0.36
C -2.770 0.341 1.228  -0.70
C -4.302 0.172 1.319  -0.63
O -4.762 -0.554 0.179  -0.32
C -5.247 -1.865 0.478  -0.76
H -0.803 -2.490 -2.392  0.23
H -0.410 -1.847 -0.849  0.24
H 0.714 -1.631 -2.315  0.29
H -0.606 1.658 -2.230  0.28
H 0.773 0.864 -1.790  0.39
H -0.533 1.834 0.287  0.45
H -0.311 0.105 0.419  0.33
H -2.463 -0.004 -0.619  0.29
H -2.560 1.022 2.053  0.43
H -2.310 -0.616 1.476  0.39
H -4.628 1.209 1.246  0.34
H -4.484 -0.315 2.277  0.39
H -4.514 -2.532 0.932  0.31
H -5.430 -2.377 -0.466  0.26
H -6.161 -1.861 1.072  0.31
O -13.432 -3.340 4.466  -0.63
H -13.428 -2.589 3.873  0.32
H -13.997 -3.071 5.190  0.32
O -11.099 -7.153 3.440  -0.65
H -11.620 -6.352 3.507  0.33
H -11.361 -7.674 4.200  0.32
O -8.926 -7.897 -1.765  -0.64
H -9.663 -8.490 -1.619  0.32
H -8.420 -7.939 -0.953  0.32
O -3.879 5.954 0.532  -0.65
H -4.486 5.984 -0.208  0.31
H -3.576 5.046 0.557  0.32
O -7.177 -4.140 -5.608  -0.64
H -7.651 -3.647 -6.277  0.32
H -7.831 -4.319 -4.933  0.32
O -6.597 -7.966 4.741  -0.64
H -6.025 -8.344 4.074  0.32
H -7.386 -7.708 4.263  0.32
O 3.668 -7.186 -2.726  -0.64
H 3.944 -7.977 -3.188  0.32
H 3.296 -6.627 -3.408  0.33
O 6.406 3.001 0.296  -0.65
H 6.666 2.294 0.886  0.33
H 7.108 3.647 0.371  0.32
O -3.328 -6.952 -4.638  -0.64
H -3.948 -6.285 -4.934  0.32
H -3.780 -7.782 -4.784  0.32
O -2.032 -3.037 -8.381  -0.64
H -2.200 -3.641 -7.658  0.32
H -1.845 -2.200 -7.956  0.32